# 1
Formula: C4H5NO
Source: the OMol25 dataset
Level of theory: ωB97M-V with the def2-TZVPD basis set

Calculated values
* max |F|: 4.20 eV/Å
* energy: -7763.5802 eV
* frontier orbital gap: 9.8 eV
* ΔE to the lowest compared entry with this formula, charge and spin: 2.946 eV
* M: 83.09 g mol⁻¹

Geometry as ORCA input:
```
! RIJCOSX wB97M-V def2-TZVPD def2/J DEFGRID3
* xyz 0 1
C -1.4114 -0.9715 0.0161
C 0.4230 0.4476 -0.2708
C 0.9655 1.7089 -0.0092
C 1.2763 -0.7244 -0.2518
H -0.6866 -1.8150 -0.4442
H -2.4828 -0.7807 -0.3123
H -1.4966 -0.9477 1.3436
H 1.9862 1.8905 0.2233
H 0.2396 2.4829 0.1410
N 2.0609 -1.5485 -0.0640
O -0.8742 0.2578 -0.3716
*
```

Löwdin population analysis, charges in e, atoms 1 to 8: -0.09, -0.39, 0.13, -0.19, 0.12, 0.10, 0.17, 0.06

=====

# 2
Formula: C18H20MgN9OS2
Source: the OMol25 dataset
Level of theory: ωB97M-V with the def2-TZVPD basis set

Calculated values
* max |F|: 1.62 eV/Å
* energy: -61564.3697 eV
* frontier orbital gap: 8.4 eV
* ΔE to the lowest compared entry with this formula, charge and spin: 0.244 eV
* M: 466.86 g mol⁻¹

Geometry as ORCA input:
```
! RIJCOSX wB97M-V def2-TZVPD def2/J DEFGRID3
* xyz 1 1
Mg 0.2819 0.1509 -0.1334
O 0.5925 -3.7273 -1.1412
C 0.2895 -2.5475 -0.9824
N 1.0296 -1.5915 -0.4450
C 2.3473 -1.9164 0.0082
C 2.8887 -0.7629 0.7948
C 4.0830 -0.8709 1.5071
C 4.5344 0.2139 2.2344
C 3.7823 1.3834 2.2198
C 2.6171 1.4080 1.4761
N 2.1764 0.3608 0.7838
C -1.0711 -2.0399 -1.3836
C -2.0223 -2.9276 -1.8801
C -3.2774 -2.4458 -2.2077
C -3.5365 -1.0934 -2.0265
C -2.5231 -0.2858 -1.5379
N -1.3176 -0.7414 -1.2261
H 2.3691 -2.8326 0.6215
H 3.0160 -2.1228 -0.8433
H 4.6359 -1.7979 1.4909
H 5.4459 0.1539 2.8094
H 4.0990 2.2476 2.7821
H 2.0071 2.3003 1.4212
H -1.7473 -3.9674 -1.9846
H -4.0425 -3.1039 -2.5905
H -4.5030 -0.6706 -2.2515
H -2.6823 0.7757 -1.3936
N -0.5208 -2.5136 2.0680
C -1.3129 -1.4443 1.9332
N -0.9097 -0.2936 1.4762
C -1.9055 0.6465 1.4955
C -3.0967 0.2097 1.9814
S -2.9877 -1.4538 2.4422
C -1.5951 1.9551 0.9725
C -2.3161 3.0931 1.1538
S -1.5665 4.4212 0.3477
C -0.3106 3.3231 -0.2057
N -0.4689 2.0933 0.1995
N 0.7063 3.7709 -0.9471
H 0.3290 -2.5075 1.5186
H -0.9123 -3.4049 2.3234
H -4.0172 0.7426 2.1039
H -3.2227 3.2366 1.7042
H 0.6581 4.7070 -1.3114
H 1.3293 3.0903 -1.3920
N 2.0992 1.6384 -2.2006
N 0.9655 0.7667 -2.1951
H 2.5688 1.6562 -3.1096
H 2.7584 1.2905 -1.5086
H 1.1758 -0.1538 -2.5862
H 0.2429 1.1810 -2.7816
*
```

Löwdin population analysis, charges in e, atoms 1 to 8: 0.46, 0.05, -0.54, -0.08, -0.16, -0.24, 0.01, -0.03

=====

# 3
Formula: C34H54Cl37F2N3O8P3
Source: the OMol25 dataset
Level of theory: ωB97M-V with the def2-TZVPD basis set

Calculated values
* max |F|: 6.89 eV/Å
* energy: -553598.4331 eV
* frontier orbital gap: 6.6 eV
* M: 2075.50 g mol⁻¹

Geometry as ORCA input:
```
! RIJCOSX wB97M-V def2-TZVPD def2/J DEFGRID3
* xyz 1 1
C -3.6276 -1.3818 -6.7891
C -3.2735 -0.6007 -5.4711
O -3.8188 -1.2915 -4.3245
C -3.4639 -0.5126 -3.1670
C -2.4791 -1.3837 -2.2409
C -1.4159 -0.4027 -1.6283
O -0.6791 0.0402 -2.7607
C 0.6130 -0.2886 -3.0579
C 0.7010 -1.2152 -4.3278
Cl 1.4504 1.2255 -3.7824
C 1.3815 -0.7856 -1.7549
P 2.1053 -2.5405 -1.9490
C 0.7439 -3.7794 -2.4888
C 2.6420 -3.4110 -0.3757
C 3.0177 -4.9004 -0.8511
N 0.7775 -0.2543 -0.4325
C 0.7979 1.2940 -0.4169
P -0.4248 2.5936 -0.7886
O 0.1957 3.8614 -0.3066
O -1.9387 2.6471 -0.1456
O -0.7445 2.9858 -2.3817
N 1.7769 -0.6283 0.4813
C 3.1637 -0.1327 0.3481
O 3.5544 0.7983 0.9397
F 4.2067 -0.6821 -0.4044
C 1.7961 -0.7763 1.8952
O 2.2980 -1.7345 2.3663
F 1.6070 0.1745 2.8852
C -0.6535 -0.8037 -0.2485
N -1.4818 -0.1014 0.7466
C -2.8962 -0.4411 0.8769
C -1.1183 0.4477 1.9997
C -1.4498 -0.1495 3.4496
O -0.6434 1.5548 2.1809
P -0.7631 -2.6231 0.2264
C -2.0496 -3.8263 -0.2010
C -2.4944 -4.4479 -1.5688
C -0.4726 -3.0319 2.0180
C -1.7136 -3.6592 2.8157
H -3.8940 -2.4432 -6.5554
H -4.5020 -0.8630 -7.2530
H -2.7749 -1.3132 -7.5021
H -3.6756 0.4422 -5.5215
H -2.1571 -0.5698 -5.3388
H -4.4340 -0.3353 -2.6286
H -3.0575 0.4967 -3.4078
H -2.0616 -2.1215 -2.9590
H -3.1984 -1.8128 -1.5022
H -2.0878 0.4914 -1.4425
H 1.7300 -1.6164 -4.5202
H -0.0799 -2.0188 -4.3565
H 0.4765 -0.6016 -5.2428
H 2.3267 -0.2202 -2.0207
H 0.9847 -4.2383 -3.4709
H 0.4721 -4.4874 -1.6803
H -0.1267 -3.0732 -2.5561
H 3.5804 -3.0391 0.0870
H 1.8703 -3.5375 0.4076
H 3.8071 -5.3565 -0.2157
H 2.1107 -5.5522 -0.7507
H 3.2673 -4.9085 -1.9462
H 1.6579 1.6302 -1.0690
H 1.1288 1.6152 0.6103
H -1.9578 3.2469 0.6318
H -1.6122 2.5958 -2.6077
H -3.3463 0.2886 1.6109
H -3.5409 -0.2316 -0.0146
H -3.1514 -1.4472 1.2890
H -1.9225 0.6438 4.0861
H -2.1902 -0.9817 3.4133
H -0.4920 -0.4154 3.9605
H -3.0086 -3.5541 0.3326
H -1.7720 -4.7826 0.3392
H -2.5747 -5.5700 -1.5819
H -1.9617 -4.1855 -2.5021
H -3.5589 -4.1284 -1.7606
H 0.2823 -3.8732 2.0045
H -0.0795 -2.2703 2.7093
H -1.7727 -4.7651 2.6326
H -1.5528 -3.5593 3.9204
H -2.6905 -3.1963 2.5525
C 1.1978 4.1429 -6.6104
Cl 0.2237 2.7201 -7.0027
Cl 2.3046 4.5226 -7.9343
Cl 0.1618 5.5256 -6.2515
H 1.7869 3.9197 -5.7266
C 0.4856 4.7693 2.8405
Cl 1.6203 5.9436 2.1712
Cl 0.5712 4.7486 4.6068
Cl -1.1611 5.1228 2.3050
H 0.7570 3.7846 2.4748
C 7.4407 -1.8150 -0.0414
Cl 8.6300 -0.5471 -0.3465
Cl 7.3310 -2.9122 -1.4313
Cl 7.8496 -2.7139 1.4237
H 6.4736 -1.3477 0.1052
C -6.1173 1.6869 -0.6723
Cl -6.6731 2.3889 0.8463
Cl -4.5341 2.3529 -1.1207
Cl -6.0557 -0.0800 -0.5529
H -6.8289 1.9491 -1.4542
C 1.5873 -6.5283 3.4995
Cl 3.3305 -6.3858 3.2683
Cl 1.0526 -5.5495 4.8658
Cl 0.7217 -6.0298 2.0376
H 1.3529 -7.5681 3.7035
C -0.3116 -5.2605 8.7013
Cl 1.2617 -5.9207 8.2384
Cl -0.2612 -4.6267 10.3474
Cl -0.8154 -4.0060 7.5574
H -1.0426 -6.0616 8.6664
C 4.1569 7.8464 -8.1694
Cl 5.9113 7.9523 -8.3460
Cl 3.6213 8.7099 -6.7227
Cl 3.3475 8.4762 -9.6069
H 3.8870 6.8027 -8.0557
C 2.4284 10.4875 -3.5974
Cl 1.5525 8.9516 -3.5743
Cl 1.3009 11.8457 -3.6480
Cl 3.4951 10.6162 -2.1949
H 3.0394 10.5187 -4.4937
C 1.6006 -0.7918 7.3320
Cl 1.1819 -1.8442 5.9712
Cl 0.3225 0.3949 7.6126
Cl 1.8961 -1.7449 8.7873
H 2.5123 -0.2592 7.0820
C -9.1878 3.0644 -3.8499
Cl -7.5508 3.0438 -3.1707
Cl -9.2363 2.1781 -5.3745
Cl -10.3431 2.3899 -2.6985
H -9.4612 4.0963 -4.0447
C 2.7425 9.3201 4.6459
Cl 1.8329 7.8057 4.6939
Cl 1.6457 10.7050 4.6074
Cl 3.8387 9.4332 6.0278
H 3.3371 9.3316 3.7383
C 3.9442 -5.6347 11.3639
Cl 3.9370 -5.5771 13.1289
Cl 3.4541 -4.0773 10.6879
Cl 5.5391 -6.0995 10.7625
H 3.2275 -6.3845 11.0443
*
```

Löwdin population analysis, charges in e, atoms 1 to 8: -0.06, -0.25, -0.16, -0.20, -0.08, -0.22, -0.12, -0.73

=====

# 4
Formula: C36H72O19
Source: the OMol25 dataset
Level of theory: ωB97M-V with the def2-TZVPD basis set

Calculated values
* max |F|: 1.72 eV/Å
* energy: -77400.4069 eV
* frontier orbital gap: 9.7 eV
* ΔE to the lowest compared entry with this formula, charge and spin: 0.000 eV
* M: 808.95 g mol⁻¹

Geometry as ORCA input:
```
! RIJCOSX wB97M-V def2-TZVPD def2/J DEFGRID3
* xyz 0 1
C -1.5716 3.2284 -1.9295
C -2.9496 3.3587 -1.3192
O -3.8096 4.0076 -2.2757
C -4.9909 4.4193 -1.8416
O -5.4057 4.3128 -0.7271
O -5.6432 4.9705 -2.8623
C -6.9329 5.4370 -2.5560
H -1.6279 2.6539 -2.8560
H -0.8929 2.7176 -1.2440
H -1.1169 4.1959 -2.1556
H -2.9219 3.9472 -0.4044
H -3.3278 2.3503 -1.1702
H -6.9073 6.1663 -1.7469
H -7.5873 4.6100 -2.2989
H -7.2662 5.9680 -3.4422
C -3.4694 -5.0205 6.4797
C -3.7422 -4.1512 5.2479
O -2.5260 -3.7437 4.6354
C -2.1445 -4.3290 3.4984
O -2.7986 -5.1086 2.8759
O -0.9466 -3.8655 3.1940
C -0.4171 -4.2588 1.9135
H -2.4838 -4.7390 6.8697
H -3.2764 -6.0462 6.1558
H -4.2140 -4.9283 7.2595
H -4.2884 -3.2609 5.5579
H -4.3795 -4.7373 4.5896
H -1.2198 -4.6066 1.2746
H 0.3846 -4.9722 2.0794
H 0.0267 -3.3606 1.4820
C -1.3841 -0.6144 0.3741
C -0.4635 0.0735 1.3480
O 0.5590 0.8696 0.7769
C 1.7321 0.3104 0.4986
O 2.1392 -0.7367 0.8808
O 2.3839 1.1734 -0.2472
C 3.6801 0.8294 -0.6990
H -1.6844 -0.0438 -0.5041
H -2.2317 -0.9251 0.9861
H -0.9490 -1.5101 -0.0741
H -0.0845 -0.6929 2.0350
H -1.0715 0.6842 2.0180
H 3.6745 -0.0720 -1.2997
H 4.3766 0.8160 0.1423
H 4.0585 1.6581 -1.2932
C 4.9288 4.7499 1.8507
C 5.5580 3.8318 0.8153
O 5.9235 4.6300 -0.3113
C 6.5995 4.0501 -1.2836
O 6.9313 2.8975 -1.3050
O 6.8052 4.9513 -2.2259
C 7.6326 4.4988 -3.2798
H 4.2269 4.2112 2.4842
H 4.4138 5.5853 1.3800
H 5.7096 5.1779 2.4803
H 4.8879 3.0055 0.5708
H 6.4551 3.3682 1.2406
H 7.1384 3.6869 -3.8211
H 8.5523 4.0084 -2.9380
H 7.9196 5.3319 -3.9052
C -4.1381 -4.0222 0.2230
C -4.9944 -3.1720 -0.6856
O -4.4055 -1.8604 -0.6054
C -4.6779 -0.8839 -1.4503
O -4.2378 0.2073 -1.2780
O -5.5225 -1.2667 -2.3952
C -5.9477 -0.2556 -3.2812
H -3.1944 -4.2461 -0.2721
H -4.6351 -4.9250 0.5622
H -3.8203 -3.4400 1.0881
H -6.0598 -3.1502 -0.4479
H -4.9495 -3.5229 -1.7208
H -5.2008 0.5342 -3.3663
H -6.8678 0.2263 -2.9426
H -6.1401 -0.6726 -4.2652
C -2.5186 0.6449 4.9780
C -3.4622 -0.0450 5.9728
C -3.4229 0.8373 7.2476
O -2.3819 1.8145 7.0229
C -1.5799 1.3439 5.9645
H -3.0456 1.3009 4.2890
H -1.9031 -0.0667 4.4239
H -3.0955 -1.0421 6.2248
H -4.4916 -0.1618 5.6317
H -3.1833 0.2584 8.1435
H -4.3327 1.4232 7.3777
H -0.8446 0.6234 6.3770
H -0.9306 2.0764 5.4744
C 1.8633 0.9401 -5.8124
C 0.9615 1.5308 -4.7387
C 1.9990 2.1324 -3.7910
O 3.1393 1.2492 -3.8704
C 2.9025 0.2877 -4.9121
H 2.2691 1.6865 -6.4977
H 1.2906 0.2418 -6.4284
H 0.3587 0.7271 -4.3093
H 0.2605 2.3039 -5.0652
H 1.6849 2.2522 -2.7538
H 2.2793 3.1062 -4.2174
H 2.4996 -0.6095 -4.4350
H 3.8277 0.0504 -5.4341
C 6.9813 -0.4992 1.5472
C 5.6991 -0.3738 2.3313
C 5.0883 -1.7510 2.0517
O 6.2087 -2.6513 2.0493
C 7.4164 -1.9249 1.8764
H 7.7529 0.2419 1.7906
H 6.8139 -0.2970 0.4847
H 5.0376 0.4531 2.0667
H 5.8166 -0.3055 3.4171
H 4.5682 -1.8092 1.0917
H 4.4074 -2.0466 2.8514
H 7.9984 -2.3349 1.0497
H 8.0203 -1.9395 2.7858
C -1.1506 -3.8945 -4.3687
C -0.2944 -3.6591 -3.1303
C 0.5772 -2.4972 -3.5699
O -0.2796 -1.6923 -4.3642
C -1.3074 -2.4830 -4.9438
H -2.0891 -4.4248 -4.2354
H -0.5960 -4.4755 -5.1173
H 0.1568 -4.5568 -2.7140
H -0.9899 -3.2960 -2.3641
H 1.4569 -2.8058 -4.1571
H 0.9785 -1.9570 -2.7065
H -1.3151 -2.4598 -6.0381
H -2.2790 -2.0361 -4.6876
*
```

Löwdin population analysis, charges in e, atoms 1 to 8: -0.06, -0.20, 0.04, -0.63, 0.14, 0.00, -0.06, 0.08

=====

# 5
Formula: C2H8CsO2
Source: the OMol25 dataset
Level of theory: ωB97M-V with the def2-TZVPD basis set

Calculated values
* max |F|: 1.69 eV/Å
* energy: -6825.9606 eV
* frontier orbital gap (spin up / spin down): 14.2 / 3.1 eV
* ΔE to the lowest compared entry with this formula, charge and spin: 1.034 eV
* M: 196.99 g mol⁻¹

Geometry as ORCA input:
```
! RIJCOSX wB97M-V def2-TZVPD def2/J DEFGRID3
* xyz 2 2
Cs -6.2966 13.2098 -18.1490
C -4.4257 16.0569 -17.0209
O -4.6474 16.0231 -18.4603
H -4.4595 15.0345 -16.6443
H -3.3988 16.3945 -16.8807
H -5.1836 16.5849 -16.4422
H -4.6082 16.9160 -18.8108
C -7.6346 14.6454 -20.7706
O -7.8704 13.2581 -20.8420
H -6.6551 14.9165 -21.1645
H -8.3836 15.2168 -21.3188
H -7.7190 14.9971 -19.7424
H -7.4519 12.9956 -21.6651
*
```

Löwdin population analysis, charges in e, atoms 1 to 8: 1.22, -0.03, 0.00, 0.05, 0.14, 0.13, 0.13, -0.12

=====

# 6
Formula: C33H40BNO2S
Source: the OMol25 dataset
Level of theory: ωB97M-V with the def2-TZVPD basis set

Calculated values
* max |F|: 5.09 eV/Å
* energy: -51967.1814 eV
* frontier orbital gap: 7.4 eV
* ΔE to the lowest compared entry with this formula, charge and spin: 0.000 eV
* M: 525.57 g mol⁻¹

Geometry as ORCA input:
```
! RIJCOSX wB97M-V def2-TZVPD def2/J DEFGRID3
* xyz 0 1
C 2.8265 5.3547 -0.3728
C 2.0239 4.1502 -0.0537
C 2.1255 3.4263 1.1300
C 0.9703 2.6313 1.3827
C 0.0117 2.7189 0.3686
B 1.4075 -1.3230 0.3250
C -1.3601 2.3454 0.3129
C -2.1806 2.2986 1.4705
C -3.5503 2.4224 1.3336
C -4.1313 2.3083 0.0453
N -5.4252 2.6260 -0.2053
C -5.9489 2.2842 -1.5089
C -6.2726 3.2229 0.8046
C -3.3167 1.9778 -1.0654
C -1.9587 2.1331 -0.9556
O 1.7972 -0.8426 -0.9110
C 3.2132 -0.7503 -0.9175
C 3.6179 -1.8315 -1.9019
C 3.4299 0.6447 -1.5232
C 3.6329 -1.0542 0.6382
C 4.4077 -2.3395 0.9571
C 4.1145 0.2161 1.3131
O 2.3301 -1.4419 1.2927
S 0.7075 3.5920 -1.0096
H 2.9912 5.9286 0.5571
H 3.8056 5.0623 -0.7810
H 2.3140 5.9860 -1.1140
H 2.9808 3.5626 1.7965
H 0.8652 2.0244 2.2746
H -1.7011 2.2690 2.4490
H -4.1919 2.6098 2.1951
H -5.8347 1.2011 -1.6776
H -6.9948 2.5753 -1.6000
H -5.3772 2.7839 -2.3042
H -5.8493 4.1723 1.1806
H -7.2551 3.4183 0.3582
H -6.3711 2.5540 1.6777
H -3.7346 1.7470 -2.0464
H -1.3709 2.1281 -1.8781
H 4.7047 -1.8769 -2.0483
H 3.2215 -2.8030 -1.5880
H 3.0971 -1.6296 -2.8455
H 4.4746 0.9466 -1.6545
H 2.9363 0.6636 -2.5069
H 2.9227 1.4230 -0.9375
H 5.4528 -2.3713 0.6386
H 4.3665 -2.5248 2.0414
H 3.8931 -3.2079 0.5172
H 5.1615 0.4448 1.0643
H 3.4993 1.0774 1.0145
H 3.9934 0.1860 2.3991
C 0.7460 -5.3443 -3.4177
C 0.3515 -4.1851 -2.5447
C -0.2956 -3.0324 -3.0146
C -0.6901 -2.0153 -2.1386
C -0.3103 -2.0677 -0.7896
C -0.2690 -0.9182 0.2112
C -0.9516 -1.2989 1.5021
C -0.6989 -0.4677 2.5959
C -1.1908 -0.7681 3.8593
C -1.9213 -1.9476 4.0576
C -2.1941 -2.7887 2.9765
C -1.7762 -2.4242 1.6956
C 0.2743 -3.2786 -0.3134
C 0.5888 -4.3078 -1.1749
H 1.6843 -5.7733 -3.0437
H -0.0018 -6.1523 -3.3922
H 0.9007 -5.0511 -4.4607
H -0.4629 -2.9387 -4.0955
H -1.2345 -1.1385 -2.4964
H -0.5189 0.0625 -0.2125
H -0.0803 0.4132 2.4190
H -0.9847 -0.0784 4.6831
H -2.2705 -2.1991 5.0576
H -2.7260 -3.7279 3.1202
H -2.0454 -3.0642 0.8580
H 0.5380 -3.4098 0.7409
H 1.0678 -5.2186 -0.8138
*
```

Löwdin population analysis, charges in e, atoms 1 to 8: -0.11, -0.61, -0.15, -0.11, -0.45, -0.65, -0.29, -0.02

=====

# 7
Formula: C19H24BF9NO9
Source: the OMol25 dataset
Level of theory: ωB97M-V with the def2-TZVPD basis set

Calculated values
* max |F|: 9.90 eV/Å
* energy: -65129.1720 eV
* frontier orbital gap: 7.0 eV
* M: 592.19 g mol⁻¹

Geometry as ORCA input:
```
! RIJCOSX wB97M-V def2-TZVPD def2/J DEFGRID3
* xyz 1 1
C -2.3160 -3.3766 -2.7754
B -2.0872 -1.7226 -2.7889
O -3.1391 -0.7287 -3.0806
C -0.5326 -1.2359 -2.3875
C -0.3322 -0.8493 -0.7772
C 1.1631 -0.4010 -0.2668
C 1.3468 -0.0595 1.3261
O 0.3241 0.5593 1.9759
O 2.5824 -0.4758 2.0078
C 2.3570 -0.3644 -1.4088
C 1.9706 -0.7738 -2.9798
N 0.5677 -1.1825 -3.4274
H -1.8876 -3.7809 -3.7948
H -1.6365 -3.8411 -1.9184
H -3.4273 -3.6807 -2.5629
H -3.8999 -0.8848 -2.4474
H -1.2643 -0.9079 -0.0433
H 2.3382 -1.3446 2.4613
H 3.4578 -0.0766 -1.1170
H 2.8044 -0.7829 -3.8316
H 0.3877 -1.4477 -4.4423
C -0.4267 2.2445 4.1079
C -1.0300 3.3047 3.2058
O -2.2383 3.8244 3.7812
C -2.0845 4.8190 4.7130
O -0.9960 5.2644 5.0652
C -3.4450 5.3100 5.2031
F -4.3136 4.2894 5.4618
F -4.0633 6.1098 4.2873
F -3.3679 6.0381 6.3532
H -1.1601 1.4611 4.3253
H 0.4494 1.7889 3.6380
H -0.1228 2.6712 5.0688
H -1.3030 2.8564 2.2449
H -0.3165 4.1094 2.9944
C 6.5079 -1.1290 6.7701
C 5.6465 -2.3053 7.1901
O 4.7104 -2.6368 6.1534
C 5.1816 -3.4434 5.1493
O 6.3299 -3.8750 5.1002
C 4.0731 -3.7543 4.1460
F 3.3322 -2.6555 3.8194
F 3.1900 -4.6771 4.6251
F 4.5432 -4.2540 2.9679
H 5.8829 -0.2783 6.4798
H 7.1680 -0.8216 7.5860
H 7.1240 -1.3822 5.9017
H 5.0593 -2.0328 8.0732
H 6.2551 -3.1747 7.4641
C -4.1434 0.0958 -5.9140
C -3.0065 0.9059 -6.5080
O -2.8101 0.5585 -7.8870
C -3.6257 1.1896 -8.7911
O -4.4877 2.0069 -8.4809
C -3.2769 0.7653 -10.2160
F -3.0756 -0.5797 -10.3328
F -2.1334 1.3590 -10.6639
F -4.2476 1.0795 -11.1201
H -3.9686 -0.9755 -6.0571
H -4.2454 0.2982 -4.8441
H -5.0931 0.3315 -6.4041
H -2.0745 0.6683 -5.9847
H -3.1744 1.9829 -6.3932
*
```

Löwdin population analysis, charges in e, atoms 1 to 8: -0.04, -0.32, 0.03, 0.02, 0.12, 0.02, -0.21, 0.01